Below is C3H7NO in the gas phase, with properties calculated with wB97M-V/def2-TZVPD.

Total charge: 0
Highest occupied orbital energy, eV: -9.72
Energy above the lowest of the compared OMol25 structures with the same formula, charge and spin, kJ/mol: 342.5
SMILES: OC[C@H]1CN1
HOMO-LUMO gap, eV: 10.8

Last column: Löwdin charge in e.
Atoms and positions in Å:
O (1.53806, 0.48358, 0.85421)  -0.082
C (1.17495, -0.59117, 0.03165)  -0.242
C (-0.20915, -0.36796, -0.59193)  -0.337
C (-1.17820, 0.05692, 0.38519)  -0.111
N (-0.50460, 1.04658, -0.64433)  0.019
H (1.19637, 1.26827, 0.38332)  0.078
H (1.11247, -1.48325, 0.66799)  0.123
H (1.92004, -0.77888, -0.75054)  0.112
H (-0.50395, -1.07302, -1.36716)  0.138
H (-0.88978, 0.23943, 1.40472)  0.107
H (-2.21508, -0.21522, 0.16175)  0.113
H (-1.44113, 1.41473, -0.53487)  0.082